Below is the molecule C4H7P at a distorted geometry, with properties calculated with ωB97M-V/def2-TZVPD.

Last column: Löwdin charge in e.
CARTESIAN COORDINATES (ANGSTROEM)
P: -2.9804 -0.0234 -0.2006  0.74
C: -1.3694 0.0765 0.3956  -0.54
C: 1.0516 -0.6986 -0.2007  -0.20
C: -0.2269 0.0059 -0.5329  -0.45
C: 1.1204 0.7521 -0.3176  -0.15
H: 1.3838 -0.9546 0.8142  0.10
H: 1.3951 -1.4206 -1.0593  0.14
H: 1.5172 1.4009 -1.0839  0.10
H: -0.5766 -0.2511 -1.7721  0.19
H: -3.7816 -0.3278 1.0274  -0.14
H: 0.9354 1.2002 0.6791  0.11
H: -1.1286 -0.0827 1.5482  0.10

Forces on atoms 1 to 2 (eV/Å):
P 0.8227 -0.1922 1.1721
C -1.0826 -1.2286 1.7635

DFT total energy = -497.830799 Eh
relative energy (zero: lowest compared OMol25 entry of this formula, charge and spin) = 2.608 eV
HOMO = -8.6 eV
orbital gap = 8.9 eV
2S+1 = 1
structure (SMILES) = [H]/P=C/C1CC1